# 1
DFT (ωB97M-V with the def2-TZVPD basis set) results for a 2-piece molecular cluster, C26H33F6N4O overall in a non-equilibrium geometry.

Each line ends with the Mulliken charge.
Element x y z (Å)
1 C -0.801 -5.311 5.021  -1.1485
2 N -0.581 -3.910 5.287  0.0339
3 C -1.603 -3.271 6.101  -1.0562
4 C -2.620 -2.671 5.172  1.0755
5 F -3.650 -2.042 5.786  -0.2649
6 F -2.030 -1.756 4.323  -0.2193
7 F -3.148 -3.652 4.360  -0.2664
8 C 0.386 -3.195 4.653  1.2584
9 C 0.719 -1.864 5.047  -0.6592
10 C 1.557 -1.095 4.270  -0.6606
11 C 2.086 -1.588 3.035  0.3588
12 C 2.967 -0.798 2.267  -0.4480
13 C 3.442 -1.134 0.959  0.1652
14 C 4.823 -1.012 0.622  -0.6394
15 C 5.276 -1.298 -0.649  -0.7684
16 C 4.346 -1.601 -1.681  0.7307
17 N 4.739 -1.844 -2.971  0.2934
18 C 3.966 -1.387 -4.101  -1.0775
19 C 5.902 -2.661 -3.280  -0.9648
20 C 5.466 -4.103 -3.322  0.9940
21 F 6.433 -4.982 -3.685  -0.2579
22 F 5.002 -4.480 -2.077  -0.2612
23 F 4.413 -4.254 -4.194  -0.2715
24 C 2.966 -1.668 -1.366  -0.4073
25 C 2.545 -1.547 -0.062  -1.0219
26 C 1.711 -2.909 2.645  -0.8383
27 C 0.960 -3.715 3.466  -0.8072
28 H 0.162 -5.836 4.930  0.4189
29 H -1.363 -5.743 5.857  0.2997
30 H -1.368 -5.467 4.088  0.3981
31 H -2.088 -4.043 6.709  0.3826
32 H -1.173 -2.476 6.720  0.3007
33 H 0.300 -1.461 5.970  0.2803
34 H 1.812 -0.077 4.583  0.4858
35 H 3.400 0.075 2.751  0.7667
36 H 5.523 -0.726 1.410  0.5002
37 H 6.333 -1.221 -0.907  0.3997
38 H 3.519 -0.406 -3.871  0.3585
39 H 4.630 -1.287 -4.969  0.3360
40 H 3.149 -2.082 -4.354  0.3473
41 H 6.275 -2.383 -4.277  0.3790
42 H 6.664 -2.556 -2.499  0.2555
43 H 2.265 -1.863 -2.174  0.4735
44 H 1.497 -1.729 0.182  0.6463
45 H 2.033 -3.306 1.689  0.5975
46 H 0.718 -4.735 3.179  0.4399
47 C 5.959 3.109 0.711  -1.1305
48 N 4.553 3.435 0.713  0.2191
49 C 4.158 4.424 -0.278  -0.9713
50 C 3.765 2.918 1.694  0.2654
51 C 2.273 3.309 1.624  0.0961
52 C 1.964 4.789 1.979  -0.4700
53 C 0.911 4.751 3.099  -0.6044
54 C 0.600 3.257 3.343  -0.7291
55 N 1.529 2.530 2.536  -0.0069
56 O 4.218 2.180 2.566  -0.7459
57 H 6.165 2.407 1.521  0.3120
58 H 6.227 2.662 -0.255  0.3370
59 H 6.555 4.023 0.842  0.3536
60 H 3.100 4.318 -0.558  0.3620
61 H 4.333 5.450 0.085  0.2844
62 H 4.783 4.259 -1.167  0.3291
63 H 1.985 3.113 0.574  0.2878
64 H 2.867 5.342 2.274  0.3260
65 H 1.556 5.262 1.080  0.2930
66 H 1.325 5.195 4.010  0.2502
67 H 0.018 5.312 2.810  0.2868
68 H 0.725 3.028 4.413  0.3228
69 H -0.456 3.043 3.096  0.3606
70 H 1.460 1.523 2.452  0.0345

Results
Net charge: +1
HOMO: -10.39 eV
LUMO level: -4.64 eV

=====

# 2
DFT (ωB97M-V with the def2-TZVPD basis set) results for a 7-piece molecular cluster, H13O6S overall in a non-equilibrium geometry.

Each line ends with the Mulliken charge.
Element x y z (Å)
1 S 0.023 0.211 2.291  -0.8041
2 H 0.818 1.199 2.784  0.0545
3 H 1.729 -0.787 1.209  0.2351
4 H 3.146 -0.857 1.385  0.2881
5 O 2.485 -1.410 0.975  -0.6591
6 H -2.042 0.978 -1.184  0.3730
7 H -1.460 -0.434 -1.547  0.3298
8 O -1.964 0.348 -1.944  -0.6913
9 H 1.591 -1.661 -0.854  0.3738
10 H 0.821 -0.563 -1.426  0.2901
11 O 1.114 -1.495 -1.671  -0.6318
12 H -1.548 1.638 1.026  0.2864
13 H -1.509 2.704 -0.163  0.3538
14 O -2.068 2.279 0.548  -0.6799
15 H -0.753 -3.119 -0.193  0.2999
16 H -0.838 -1.778 0.581  0.2872
17 O -1.191 -2.257 -0.197  -0.6031
18 H 0.815 1.698 0.191  0.3371
19 H 0.064 1.358 -1.059  0.1919
20 O 0.766 1.948 -0.752  -0.6314

Results
Net charge: -1
Energy above the lowest of the compared OMol25 structures with the same formula, charge and spin: 68.2 kJ/mol
HOMO: -4.75 eV
LUMO level: 3.48 eV

=====

# 3
DFT (ωB97M-V with the def2-TZVPD basis set) results for a 11-piece molecular cluster, C13H48N12O11 overall in a non-equilibrium geometry.

Each line ends with the Mulliken spin population.
Element x y z (Å)
1 C -27.802 2.680 -13.026  0.0000
2 O -28.041 2.823 -14.399  0.0000
3 H -26.739 2.701 -12.788  0.0000
4 H -28.229 3.554 -12.534  0.0000
5 H -28.304 1.825 -12.573  0.0000
6 H -28.968 2.991 -14.582  0.0000
7 C -27.605 -0.264 -9.647  -0.0001
8 O -27.034 -0.986 -8.642  0.0000
9 H -27.265 -0.643 -10.610  0.0000
10 H -28.683 -0.109 -9.604  0.0000
11 H -27.240 0.763 -9.695  0.0000
12 H -26.075 -0.948 -8.677  0.0000
13 C -26.350 -4.165 -16.641  -0.0005
14 O -25.338 -4.944 -16.099  -0.0002
15 H -25.824 -3.637 -17.437  0.0001
16 H -27.084 -4.759 -17.185  0.0000
17 H -26.788 -3.425 -15.971  0.0004
18 H -24.824 -4.431 -15.471  0.0000
19 C -31.137 1.558 -12.181  0.0000
20 O -30.641 1.820 -11.107  0.0000
21 N -31.433 2.468 -13.039  0.0000
22 N -31.413 0.316 -12.499  0.0000
23 H -31.291 3.423 -12.740  0.0000
24 H -31.818 2.397 -13.970  0.0000
25 H -31.346 -0.351 -11.743  0.0000
26 H -31.679 0.176 -13.463  0.0000
27 C -24.257 0.930 -11.767  0.0000
28 O -24.988 0.562 -10.892  0.0000
29 N -24.390 0.546 -12.967  0.0000
30 N -23.296 1.767 -11.507  0.0000
31 H -25.229 0.037 -13.207  0.0001
32 H -23.766 1.054 -13.576  0.0000
33 H -23.061 1.976 -10.547  0.0000
34 H -22.674 1.842 -12.299  0.0000
35 C -33.312 -2.849 -14.945  0.0000
36 O -32.944 -3.162 -16.067  0.0000
37 N -33.354 -1.665 -14.462  0.0000
38 N -33.915 -3.602 -14.145  0.0000
39 H -32.836 -0.917 -14.900  0.0000
40 H -33.904 -1.426 -13.650  0.0000
41 H -34.017 -4.557 -14.456  0.0000
42 H -34.371 -3.173 -13.353  0.0000
43 C -25.696 -0.112 -16.049  -0.0001
44 O -25.990 -0.813 -15.078  -0.0003
45 N -26.024 1.100 -16.101  0.0000
46 N -25.079 -0.524 -17.125  0.0000
47 H -26.522 1.610 -15.385  0.0000
48 H -25.804 1.635 -16.929  0.0000
49 H -24.792 0.072 -17.888  0.0000
50 H -24.812 -1.487 -16.980  0.0000
51 C -27.590 -6.031 -12.502  -0.0143
52 O -27.816 -7.204 -12.164  0.9209
53 N -26.658 -5.326 -11.995  0.0436
54 N -28.240 -5.338 -13.413  0.0429
55 H -26.046 -5.598 -11.238  -0.0026
56 H -26.642 -4.352 -12.263  0.0037
57 H -28.727 -5.871 -14.120  -0.0023
58 H -27.818 -4.439 -13.595  0.0036
59 C -30.908 1.056 -16.470  0.0000
60 O -31.590 0.717 -15.528  0.0000
61 N -29.602 0.993 -16.468  0.0000
62 N -31.377 1.490 -17.575  0.0000
63 H -29.086 1.326 -17.270  0.0000
64 H -29.150 0.666 -15.626  0.0000
65 H -30.752 1.981 -18.198  0.0000
66 H -32.380 1.457 -17.693  0.0000
67 C -29.270 -2.112 -14.292  0.0022
68 C -28.466 -1.924 -13.090  0.0008
69 O -27.204 -2.516 -13.400  0.0059
70 H -28.920 -1.418 -15.056  -0.0004
71 H -30.226 -1.645 -14.055  0.0001
72 H -29.478 -3.134 -14.607  -0.0008
73 H -28.852 -2.361 -12.169  -0.0002
74 H -28.399 -0.852 -12.904  -0.0009
75 H -26.668 -1.947 -13.957  -0.0011
76 C -22.580 -4.465 -13.865  0.0000
77 C -23.408 -3.217 -13.924  -0.0008
78 O -23.212 -2.771 -15.232  0.0000
79 H -22.337 -4.797 -12.856  0.0000
80 H -21.648 -4.465 -14.430  0.0000
81 H -23.040 -5.319 -14.362  -0.0001
82 H -23.047 -2.448 -13.241  0.0000
83 H -24.477 -3.313 -13.734  0.0003
84 H -22.297 -2.482 -15.267  0.0000

Results
Multiplicity: 2
Net charge: +1
HOMO (spin up / spin down): -11.10 / -11.10 eV
LUMO level (spin up / spin down): -2.24 / -8.28 eV

=====

# 4
DFT (ωB97M-V with the def2-TZVPD basis set) results for C7H21CrMnN6O17S as an isolated structure in a non-equilibrium geometry.

Each line ends with the Mulliken spin population.
Element x y z (Å)
1 Mn 3.249 0.852 0.982  4.8045
2 Cr 2.916 -2.358 -0.700  4.0888
3 C 0.682 -0.207 -0.488  -0.0428
4 O 2.035 -0.524 -0.204  0.0008
5 H 0.330 0.457 0.308  0.0066
6 H 0.551 0.298 -1.450  -0.0072
7 H 0.067 -1.113 -0.471  0.0287
8 S 5.160 -0.944 0.831  -0.0239
9 O 4.719 -2.075 -0.036  0.0079
10 O 4.096 -0.777 1.883  0.0741
11 O 6.452 -1.079 1.429  0.0039
12 O 5.005 0.316 0.075  0.0618
13 C -1.915 -0.215 -2.835  -0.0008
14 N -2.254 -1.627 -2.546  -0.0002
15 O -3.189 -2.135 -3.082  0.0001
16 O -1.528 -2.186 -1.756  -0.0003
17 H -2.060 0.360 -1.930  0.0003
18 H -2.532 0.148 -3.650  0.0000
19 H -0.875 -0.227 -3.152  0.0003
20 C 0.073 4.346 0.903  -0.0006
21 N 0.951 3.596 -0.034  -0.0009
22 O 1.747 2.865 0.504  0.0126
23 O 0.868 3.776 -1.200  0.0032
24 H -0.474 3.601 1.467  0.0004
25 H -0.554 4.990 0.299  0.0006
26 H 0.719 4.946 1.536  0.0001
27 C -1.557 2.558 -3.107  -0.0003
28 N -2.204 2.115 -1.858  0.0001
29 O -3.331 1.711 -1.908  -0.0001
30 O -1.588 2.257 -0.825  -0.0007
31 H -0.539 2.186 -3.149  0.0003
32 H -1.544 3.644 -3.060  0.0000
33 H -2.144 2.189 -3.939  0.0000
34 C 0.649 0.126 4.704  0.0013
35 N 0.882 0.964 3.515  -0.0055
36 O 1.739 0.581 2.738  0.0151
37 O 0.160 1.909 3.341  0.0062
38 H -0.397 -0.147 4.740  0.0001
39 H 0.862 0.760 5.564  0.0002
40 H 1.271 -0.758 4.673  -0.0001
41 C -0.242 -5.232 -1.959  -0.0014
42 N 0.440 -4.475 -0.894  -0.0198
43 O 0.318 -4.838 0.222  0.0301
44 O 1.186 -3.529 -1.209  -0.0432
45 H 0.081 -4.835 -2.915  -0.0002
46 H -1.310 -5.050 -1.855  0.0004
47 H 0.011 -6.277 -1.832  0.0003
48 C -2.684 0.461 1.645  -0.0010
49 N -2.148 -0.901 1.858  0.0000
50 O -1.291 -1.035 2.705  0.0000
51 O -2.513 -1.774 1.127  0.0000
52 H -3.135 0.754 2.596  -0.0001
53 H -3.415 0.470 0.854  0.0001
54 H -1.798 1.082 1.546  0.0003

Results
Multiplicity: 10
Net charge: +1
Energy above the lowest of the compared OMol25 structures with the same formula, charge and spin: 0.0 kJ/mol
HOMO (spin up / spin down): -11.80 / -12.45 eV
LUMO level (spin up / spin down): -3.95 / -3.99 eV